No. 1
A molecular structure, C3H5Cl at a distorted geometry, computed with ωB97M-V/def2-TZVPD.

```
9
Properties=species:S:1:pos:R:3:mulliken_charge:R:1
C 0.22 -0.73 1.29 -0.727
C -0.56 -0.35 0.26 0.345
C 0.31 0.75 -1.17 -0.883
Cl -2.20 -0.64 0.08 -0.167
H -0.02 -1.43 2.04 0.312
H 1.20 -0.27 1.37 0.182
H -0.40 1.54 -0.95 0.300
H 1.28 0.75 -0.82 0.324
H 0.18 0.38 -2.11 0.314
```

As for the energy above the lowest of the compared OMol25 structures with the same formula, charge and spin: 2.1175 eV. The largest force on an atom comes out at 6.918 eV Å⁻¹. As for the molecular weight: 76.5 g/mol. As for the multiplicity: 1. For the total energy, the calculation gives -577.39538 hartree. The calculation puts the highest occupied orbital energy at -0.34168 Eh. The gap between HOMO and LUMO comes out at 10.30 eV.



No. 2
C4H4N2O2 in the gas phase at a distorted geometry, computed with ωB97M-V/def2-TZVPD.

```
12
Properties=species:S:1:pos:R:3:mulliken_charge:R:1
O -1.91 2.10 0.40 -0.493
C -1.86 0.74 0.45 -0.228
C -0.62 0.30 0.16 0.485
C -0.25 -1.15 -0.05 -0.527
C 1.01 -1.04 -0.16 0.548
O 1.96 -2.03 -0.16 -0.498
N 1.41 0.21 -0.42 -0.504
N 0.42 1.02 -0.32 -0.304
H -0.94 2.22 -0.05 0.498
H -2.63 0.36 1.07 0.360
H -0.79 -2.03 0.16 0.342
H 1.39 -2.84 -0.36 0.323
```

As for the energy above the lowest of the compared OMol25 structures with the same formula, charge and spin: 4.1980 eV. The largest force on an atom comes out at 6.193 eV Å⁻¹. As for the molecular weight: 112.1 g/mol. As for the SMILES: O/C=C1/C=C(O)N=N1. As for the multiplicity: 1. For the total energy, the calculation gives -414.69191 hartree. The calculation puts the highest occupied orbital energy at -0.34090 Eh. The gap between HOMO and LUMO comes out at 8.22 eV.



No. 3
2 unconnected molecules or ions with the total composition C7H16N2O2 at a distorted geometry, computed with ωB97M-V/def2-TZVPD.

```
27
Properties=species:S:1:pos:R:3:mulliken_charge:R:1
C -0.79 -2.29 1.38 -0.930
C -0.25 -2.53 -0.19 -0.490
N -0.33 -1.18 -0.80 0.185
C -1.67 -0.67 -1.10 -1.159
C 0.65 -0.44 -1.34 0.584
C 2.10 -0.84 -1.13 -1.159
O 0.45 0.67 -1.87 -0.644
H -0.01 -2.41 2.14 0.290
H -1.30 -3.13 1.76 0.384
H -1.40 -1.35 1.40 0.188
H 0.76 -2.85 -0.03 0.284
H -0.95 -3.19 -0.68 0.356
H -1.75 0.16 -1.81 0.342
H -2.44 -1.37 -1.35 0.414
H -2.23 -0.43 -0.13 0.287
H 2.54 -0.33 -0.32 0.245
H 2.25 -1.93 -1.19 0.432
H 2.48 -0.46 -2.04 0.397
C 0.03 3.54 0.23 -0.963
C -0.05 2.73 1.54 0.600
N 0.70 1.52 1.37 -0.405
O -0.42 3.25 2.56 -0.548
H 0.92 4.19 0.16 0.272
H -0.72 4.27 0.08 0.358
H -0.01 2.98 -0.77 0.235
H 0.41 0.64 1.81 0.242
H 1.06 1.45 0.31 0.202
```

As for the energy above the lowest of the compared OMol25 structures with the same formula, charge and spin: 1.6180 eV. The largest force on an atom comes out at 4.296 eV Å⁻¹. As for the molecular weight: 160.2 g/mol. As for the SMILES: CCN(C)C(C)=O.CC(N)=O. As for the multiplicity: 1. For the total energy, the calculation gives -536.26069 hartree. The calculation puts the highest occupied orbital energy at -0.35291 Eh. The gap between HOMO and LUMO comes out at 10.20 eV.



Which value of total energy does entry 3 give?
-536.26069 hartree